{
  "formula": "C47H67BrO26",
  "method": "ωB97M-V with the def2-TZVPD basis set",
  "elements": ["C", "C", "O", "C", "C", "O", "C", "C", "C", "C", "C", "C", "C", "C", "C", "C", "C", "C", "C", "C", "C", "C", "O", "C", "C", "O", "O", "C", "O", "C", "C", "C", "O", "Br", "C", "C", "C", "O", "H", "H", "H", "H", "H", "H", "H", "H", "H", "H", "H", "H", "H", "H", "H", "H", "H", "H", "H", "H", "H", "H", "H", "H", "H", "H", "H", "H", "H", "H", "H", "H", "H", "H", "H", "H", "H", "H", "H", "H", "H", "H", "H", "O", "C", "O", "C", "C", "O", "H", "H", "H", "H", "O", "C", "O", "C", "C", "O", "H", "H", "H", "H", "O", "C", "O", "C", "C", "O", "H", "H", "H", "H", "O", "C", "O", "C", "C", "O", "H", "H", "H", "H", "O", "C", "O", "C", "C", "O", "H", "H", "H", "H", "O", "C", "O", "C", "C", "O", "H", "H", "H", "H"],
  "xyz": [[2.38633, -1.20808, 2.25707], [2.40314, 0.22816, 1.76477], [1.23661, 0.63772, 1.06745], [0.08289, 0.93655, 1.80029], [-0.75139, -0.32620, 2.15293], [-0.48677, -1.33064, 1.20232], [-1.56386, -2.04748, 0.74050], [-2.65887, -2.32466, 1.55711], [-3.73894, -3.04952, 1.07174], [-4.93985, -3.29930, 1.94123], [-3.68285, -3.51149, -0.23333], [-2.57870, -3.24974, -1.02829], [-1.49821, -2.52046, -0.55903], [-0.29204, -2.28467, -1.43293], [-0.63444, -1.45522, -2.66989], [0.31583, -3.64130, -1.88756], [-0.79266, 1.77651, 0.85233], [-1.44000, 1.03604, -0.29521], [-2.01562, 1.95101, -1.37254], [-3.03777, 1.20988, -2.23489], [-4.02867, 2.10679, -2.97090], [-3.39847, 3.00156, -4.02304], [-2.99150, 4.22784, -3.38130], [-2.02229, 4.93044, -3.98699], [-1.55362, 6.07984, -3.13943], [-1.57595, 4.65574, -5.06914], [-1.78907, 2.35265, 1.74270], [-1.34693, 2.26883, 3.01996], [-2.04802, 2.46406, 3.96629], [0.16387, 1.89974, 3.01348], [0.82773, 3.28261, 2.72677], [2.07657, 3.35188, 1.86739], [2.12592, 3.32555, 0.69169], [3.76588, 3.68764, 2.84605], [0.47995, 1.23005, 4.36885], [0.71140, 2.13036, 5.58260], [2.19360, 2.36354, 5.86007], [0.08093, 1.47607, 6.69174], [2.11693, -1.86213, 1.42823], [3.39111, -1.48315, 2.57470], [1.66596, -1.38973, 3.05084], [2.64014, 0.91186, 2.58583], [3.21344, 0.33383, 1.04359], [-1.80782, -0.06210, 2.15211], [-0.52784, -0.69990, 3.15225], [-2.67945, -1.97011, 2.57805], [-5.64820, -2.47510, 1.82395], [-5.46278, -4.20534, 1.64460], [-4.67281, -3.33409, 2.99464], [-4.50320, -4.08635, -0.64422], [-2.57247, -3.62305, -2.04339], [0.48447, -1.78174, -0.86141], [-0.81324, -0.40186, -2.45139], [0.20578, -1.49276, -3.36603], [-1.49389, -1.87602, -3.19058], [1.39830, -3.64016, -1.76032], [0.12066, -3.82579, -2.94528], [-0.09623, -4.48278, -1.33523], [-0.23502, 2.61328, 0.42912], [-0.68691, 0.35488, -0.69372], [-2.25735, 0.42002, 0.08910], [-1.19750, 2.29567, -2.00900], [-2.49151, 2.81419, -0.90313], [-3.60042, 0.50564, -1.61756], [-2.51053, 0.59516, -2.97055], [-4.55619, 2.72033, -2.23675], [-4.76160, 1.46799, -3.46563], [-2.54123, 2.51107, -4.47943], [-4.11745, 3.23724, -4.80258], [-1.37753, 6.93652, -3.78198], [-0.63283, 5.77996, -2.64294], [-2.29447, 6.32736, -2.38443], [1.03056, 3.78563, 3.66747], [0.12664, 3.91444, 2.18096], [-0.39240, 0.63973, 4.63373], [1.31336, 0.53181, 4.28737], [0.19598, 3.08667, 5.46869], [2.57776, 1.58098, 6.51441], [2.76360, 2.30544, 4.93893], [2.36933, 3.34372, 6.30184], [0.69017, 1.46814, 7.43349], [-5.76354, 1.89066, -5.98405], [-6.78035, 2.35131, -5.58036], [-7.27480, 3.56225, -5.90639], [-8.61673, 3.65638, -5.41422], [-8.61337, 2.64141, -4.28572], [-7.61194, 1.71087, -4.72061], [-8.82283, 4.67176, -5.08921], [-9.30343, 3.38666, -6.21852], [-8.29591, 3.07411, -3.33637], [-9.56289, 2.13095, -4.15059], [-2.39388, -4.36324, -4.25108], [-3.55360, -4.59067, -4.37826], [-4.06820, -5.69334, -4.96378], [-5.48018, -5.72063, -4.72116], [-5.78920, -4.25578, -4.46846], [-4.54336, -3.77571, -3.94868], [-5.99686, -6.13569, -5.58148], [-5.67120, -6.34381, -3.84624], [-6.01736, -3.71229, -5.38616], [-6.58280, -4.09187, -3.74544], [5.19501, -0.85432, 6.90737], [5.78128, 0.16369, 6.72521], [5.23350, 1.26829, 6.16407], [6.15656, 2.35571, 6.30506], [7.48116, 1.62868, 6.44793], [7.07319, 0.38227, 7.03774], [6.10609, 2.99907, 5.43050], [5.88775, 2.93078, 7.19331], [7.95723, 1.42097, 5.49471], [8.18852, 2.13762, 7.09616], [9.75968, 0.61677, 4.73496], [9.44663, -0.39956, 4.19045], [9.60000, -1.62361, 4.71942], [8.90094, -2.57022, 3.89448], [8.85285, -1.84451, 2.56350], [8.88355, -0.46514, 2.96947], [9.45029, -3.50610, 3.85706], [7.91136, -2.73914, 4.32181], [9.73611, -2.04532, 1.95992], [7.95770, -2.04701, 1.98264], [11.94506, -3.68687, 2.53470], [12.58993, -2.70684, 2.34605], [12.11356, -1.58792, 1.75248], [13.07452, -0.53715, 1.91363], [14.35971, -1.32254, 2.10884], [13.88270, -2.54297, 2.69069], [13.07719, 0.10225, 1.03586], [12.80569, 0.05111, 2.79218], [14.85411, -1.55585, 1.16488], [15.06673, -0.84447, 2.78029], [-9.90927, -3.82908, -6.66431], [-9.45963, -2.74235, -6.81468], [-10.11141, -1.70941, -7.40361], [-9.35061, -0.51625, -7.19772], [-7.95398, -1.05916, -6.96975], [-8.22419, -2.35417, -6.42071], [-9.43090, 0.13439, -8.06450], [-9.74086, 0.00068, -6.31798], [-7.39684, -1.18119, -7.89974], [-7.36593, -0.46613, -6.27486]],
  "smiles": "CCO[C@]1(COc2cc(C)ccc2C(C)C)[C@@H](CCCCCOC(C)=O)OC(=O)[C@@]1(CC(=O)Br)C[C@H](C)O.O=C1OCCO1.O=C1OCCO1.O=C1OCCO1.O=C1OCCO1.O=C1OCCO1.O=C1OCCO1",
  "homo_energy_ev": -8.2,
  "orbital_gap_ha": 0.305,
  "e_lumo_ev": 0.1
}


{
  "formula": "C31H26F5FeN5S3SiTe",
  "method": "ωB97M-V with the def2-TZVPD basis set",
  "elements": ["Fe", "S", "C", "C", "N", "C", "S", "C", "N", "N", "C", "C", "C", "C", "C", "C", "S", "N", "C", "C", "C", "C", "C", "C", "N", "H", "H", "H", "H", "H", "H", "H", "H", "H", "C", "Te", "C", "C", "C", "C", "C", "C", "C", "H", "H", "H", "H", "H", "H", "H", "H", "F", "C", "F", "C", "F", "F", "F", "C", "Si", "C", "C", "C", "C", "H", "H", "H", "H", "H", "H", "H", "H", "H"],
  "xyz": [[-0.93442, 0.25317, 0.33460], [-3.31096, 0.54811, 0.84776], [-4.23478, -0.18312, -0.42749], [-5.67724, -0.10754, -0.30211], [-6.82205, -0.03907, -0.20326], [-3.69360, -0.80021, -1.50257], [-1.97258, -0.93009, -1.73288], [-4.55317, -1.39897, -2.50061], [-5.22458, -1.88962, -3.29723], [-0.06374, -3.87264, 1.79490], [-0.23578, -4.01473, 3.18958], [0.32820, -5.08198, 3.86599], [0.11990, -5.22665, 5.23337], [-0.62718, -4.28404, 5.92236], [-1.16318, -3.19735, 5.23882], [-0.98958, -3.06998, 3.86895], [-1.77751, -1.77530, 2.98603], [-0.71137, -1.61448, 1.65422], [-0.08043, -2.62569, 1.19373], [0.65507, -2.51555, -0.07441], [1.07913, -3.59494, -0.82665], [1.50470, -3.46472, -2.13269], [1.45892, -2.17913, -2.74284], [1.10302, -1.10955, -2.01314], [0.77276, -1.23414, -0.65546], [0.56733, -4.54123, 1.39286], [0.91983, -5.81024, 3.32139], [0.54938, -6.07255, 5.75401], [-0.79036, -4.38461, 6.98727], [-1.73677, -2.44518, 5.76765], [1.02744, -4.58956, -0.40721], [1.81958, -4.33245, -2.69326], [1.67818, -2.04431, -3.79220], [1.04954, -0.09895, -2.38770], [-2.51883, 2.84459, -1.81470], [-0.50977, 2.48703, -1.27587], [-0.26851, 2.26116, -3.37787], [-1.30850, 3.19363, -3.95920], [-1.18587, 3.75098, -5.22518], [-2.17466, 4.59138, -5.72262], [-3.29382, 4.87206, -4.95031], [-3.41991, 4.31829, -3.68223], [-2.43125, 3.48460, -3.17621], [-3.00645, 3.44122, -1.04904], [-2.98844, 1.85997, -1.84806], [-0.46588, 1.22021, -3.64395], [0.74217, 2.53066, -3.67881], [-0.30947, 3.53314, -5.82514], [-2.06908, 5.02892, -6.70736], [-4.06785, 5.52537, -5.33293], [-4.29075, 4.53753, -3.07623], [-1.41503, 2.95402, 1.62815], [-0.79757, 1.75885, 2.01803], [-1.51509, 1.33366, 3.12914], [0.50340, 2.26011, 2.65021], [1.31992, 2.81217, 1.73050], [0.31293, 3.18282, 3.60677], [1.17346, 1.24032, 3.22703], [4.22533, 1.86965, 2.50468], [4.01696, 0.84251, 0.98717], [4.92955, -0.75843, 1.20158], [4.65065, 1.76249, -0.49159], [2.29792, 0.33052, 0.54925], [1.26442, -0.18314, 0.13800], [5.29831, 2.05133, 2.62504], [3.85420, 1.36295, 3.39519], [3.71344, 2.82756, 2.42622], [5.98218, -0.57160, 1.43195], [4.87446, -1.36704, 0.29583], [4.49568, -1.33516, 2.02237], [5.68786, 2.06977, -0.33192], [4.05276, 2.66002, -0.66902], [4.60744, 1.14320, -1.39066]],
  "multiplicity": 6,
  "de_lowest_kcal_mol": 45.1,
  "homo_energy_ev": [-4.0, -4.1],
  "orbital_gap_ha": [0.219, 0.191],
  "total_charge": -1,
  "e_lumo_ev": [1.9, 1.1],
  "s_squared": 8.832
}


{
  "formula": "C18H12AsN5S4SbSe4Tc",
  "method": "ωB97M-V with the def2-TZVPD basis set",
  "elements": ["Tc", "C", "C", "C", "C", "N", "C", "N", "C", "N", "C", "N", "C", "C", "C", "C", "C", "N", "C", "C", "C", "C", "C", "C", "H", "H", "H", "H", "H", "H", "H", "H", "H", "H", "H", "H", "S", "As", "S", "S", "S", "Se", "Sb", "Se", "Se", "Se"],
  "xyz": [[-1.20304, 0.79689, 0.15092], [-2.01771, 3.64667, -3.01085], [-0.78876, 4.07257, -3.50240], [0.35510, 3.48219, -3.01782], [0.27054, 2.48535, -2.03546], [-0.92725, 2.09130, -1.55290], [-2.04268, 2.65993, -2.05443], [1.47838, 1.93878, -1.66690], [1.66980, 1.04065, -0.77844], [0.75813, 0.44167, 0.08522], [1.36183, -0.63197, 0.68064], [0.84072, -1.56361, 1.43172], [-0.40185, -1.52529, 2.04572], [-0.57164, -2.40872, 3.11994], [-1.80519, -2.52300, 3.72056], [-2.86047, -1.75737, 3.23527], [-2.61662, -0.88101, 2.20715], [-1.40498, -0.74035, 1.63204], [2.77244, -0.65763, 0.30378], [3.80617, -1.48727, 0.70218], [5.05674, -1.23458, 0.15791], [5.25511, -0.19195, -0.74706], [4.21458, 0.64279, -1.13559], [2.97307, 0.39159, -0.58483], [-2.95416, 4.06098, -3.35376], [-0.72968, 4.84580, -4.25642], [1.33909, 3.74890, -3.37009], [-2.99508, 2.32136, -1.65886], [0.27666, -3.00031, 3.42970], [-1.94744, -3.20906, 4.54399], [-3.86244, -1.81252, 3.63578], [-3.42435, -0.27036, 1.82236], [3.64292, -2.30086, 1.39660], [5.89481, -1.86003, 0.43331], [6.24491, -0.03187, -1.15304], [4.36152, 1.45328, -1.83539], [-5.36343, 1.78386, -1.07481], [-5.34900, 1.95132, 1.01335], [-1.87988, 2.23832, 1.36946], [-2.85452, -0.24001, -1.06023], [-5.92347, 0.15589, 1.89380], [-1.63747, -3.60199, -0.03481], [0.88539, -3.86890, 0.24394], [-1.39874, -1.80390, -1.55339], [1.96091, -3.31846, -1.76358], [1.54106, -5.32906, 1.94573]],
  "de_lowest_kcal_mol": 57.9,
  "homo_energy_ev": -7.2,
  "orbital_gap_ha": 0.157,
  "e_lumo_ev": -2.9
}


Number 1: F_max 0.0167 hartree/bohr. Number 2: F_max 0.0366 hartree/bohr. Number 3: F_max 0.0133 hartree/bohr.